Below is a 10-piece molecular cluster, C54H113ClF4N12O8S4 overall, with properties calculated with ωB97M-V with the def2-TZVPD basis set.

Properties
orbital gap	4.8	eV
E_LUMO	-6.81	eV

Geometry as ORCA input:
```
! RIJCOSX wB97M-V def2-TZVPD def2/J DEFGRID3
* xyz 4 1
C -4.658 -5.364 -3.456
C -5.891 -4.468 -3.199
C -5.786 -3.196 -3.982
C -5.810 -3.362 -5.504
N -5.597 -1.998 -6.249
C -5.655 -2.388 -7.746
C -6.030 -1.067 -8.430
C -7.084 -0.437 -7.537
C -6.714 -0.894 -6.066
C -4.146 -1.489 -5.964
H -4.599 -6.167 -2.721
H -3.810 -4.704 -3.273
H -4.606 -5.772 -4.465
H -5.987 -4.262 -2.133
H -6.795 -5.074 -3.267
H -4.861 -2.744 -3.625
H -6.541 -2.456 -3.717
H -6.704 -3.895 -5.825
H -5.035 -4.006 -5.921
H -4.728 -2.842 -8.096
H -6.383 -3.190 -7.867
H -5.125 -0.476 -8.566
H -6.334 -1.234 -9.463
H -7.006 0.639 -7.692
H -8.064 -0.751 -7.896
H -6.317 -0.166 -5.359
H -7.604 -1.333 -5.616
H -3.560 -2.403 -5.869
H -4.266 -1.007 -4.994
H -3.942 -0.686 -6.674
C -0.155 -3.017 1.230
C -1.300 -2.422 2.001
C -1.198 -0.885 2.262
C -1.089 -0.081 0.972
N -0.579 1.385 1.149
C -1.518 2.108 2.155
C -1.642 3.571 1.709
C -1.080 3.609 0.290
C -0.885 2.187 -0.136
C 0.973 1.517 1.529
H -0.108 -2.747 0.176
H -0.295 -4.098 1.232
H 0.810 -2.870 1.715
H -1.470 -2.957 2.936
H -2.288 -2.583 1.570
H -0.334 -0.680 2.894
H -2.122 -0.668 2.796
H -2.031 -0.149 0.429
H -0.278 -0.488 0.367
H -1.179 2.029 3.188
H -2.516 1.685 2.046
H -1.142 4.252 2.398
H -2.704 3.810 1.765
H -0.093 4.071 0.299
H -1.759 4.106 -0.402
H -0.121 2.023 -0.896
H -1.799 1.778 -0.565
H 1.074 0.887 2.414
H 1.056 2.581 1.749
H 1.484 1.084 0.669
C 4.812 11.538 -0.197
C 4.210 12.620 0.757
C 4.068 12.155 2.208
C 2.867 11.197 2.469
N 2.808 10.545 3.859
C 3.990 9.601 4.239
C 3.417 8.399 4.996
C 1.920 8.530 5.090
C 1.643 9.524 3.902
C 2.642 11.653 4.980
H 4.972 12.052 -1.144
H 4.141 10.689 -0.331
H 5.764 11.246 0.246
H 3.243 12.922 0.356
H 4.734 13.569 0.647
H 3.832 13.051 2.782
H 4.998 11.789 2.643
H 2.733 10.433 1.703
H 1.960 11.794 2.377
H 4.823 10.184 4.634
H 4.338 9.261 3.264
H 3.991 8.412 5.923
H 3.587 7.466 4.458
H 1.713 9.054 6.024
H 1.332 7.622 4.951
H 0.633 9.931 3.920
H 1.765 9.034 2.936
H 3.666 11.963 5.188
H 2.090 11.236 5.823
H 2.164 12.486 4.464
C 11.257 2.067 -3.549
C 9.907 1.249 -3.368
C 8.812 1.670 -4.358
C 7.359 1.331 -3.938
N 6.263 1.768 -4.989
C 4.852 1.635 -4.378
C 4.280 0.361 -4.944
C 4.719 0.358 -6.417
C 6.180 0.857 -6.299
C 6.568 3.264 -5.451
H 11.975 1.713 -2.809
H 11.023 3.104 -3.310
H 11.573 1.790 -4.554
H 9.502 1.447 -2.376
H 10.158 0.197 -3.498
H 8.886 1.233 -5.355
H 8.879 2.750 -4.485
H 7.062 1.955 -3.095
H 7.229 0.272 -3.712
H 4.296 2.545 -4.602
H 4.940 1.500 -3.300
H 3.213 0.324 -4.729
H 4.714 -0.447 -4.356
H 4.117 1.081 -6.968
H 4.638 -0.619 -6.893
H 6.636 1.367 -7.149
H 6.821 0.041 -5.965
H 5.761 3.714 -6.030
H 7.499 3.248 -6.018
H 6.823 3.872 -4.583
C -5.758 3.481 6.447
C -6.840 2.513 6.095
N -7.964 3.191 5.437
C -9.277 3.252 5.986
C -10.092 3.864 5.102
N -9.278 4.323 4.055
C -8.024 3.841 4.227
C -9.821 4.933 2.841
H -4.833 3.105 6.884
H -6.195 4.323 6.984
H -5.529 4.006 5.520
H -7.227 1.979 6.963
H -6.457 1.741 5.427
H -9.554 2.796 6.926
H -11.157 4.040 5.148
H -7.211 3.823 3.516
H -10.856 4.617 2.708
H -9.154 4.473 2.111
H -9.623 6.004 2.862
C 5.230 -10.207 -7.508
C 6.370 -9.619 -6.645
N 6.017 -9.387 -5.257
C 5.452 -10.363 -4.468
C 5.169 -9.825 -3.230
N 5.472 -8.489 -3.304
C 6.076 -8.227 -4.546
C 5.353 -7.626 -2.150
H 4.421 -9.531 -7.787
H 4.589 -10.785 -6.843
H 5.450 -10.806 -8.392
H 6.656 -8.641 -7.032
H 7.207 -10.306 -6.529
H 5.408 -11.370 -4.854
H 4.678 -10.051 -2.295
H 6.534 -7.290 -4.825
H 4.702 -6.805 -2.452
H 6.349 -7.237 -1.941
H 5.060 -8.057 -1.193
C -0.965 -8.366 9.410
C 0.346 -7.577 9.334
N 0.033 -6.160 9.248
C 0.194 -5.417 8.092
C -0.115 -4.121 8.396
N -0.504 -4.042 9.734
C -0.446 -5.331 10.262
C -0.992 -2.782 10.370
H -1.636 -7.929 8.671
H -1.566 -8.193 10.303
H -0.955 -9.419 9.129
H 0.836 -7.957 8.438
H 0.914 -7.876 10.215
H 0.473 -5.784 7.115
H -0.177 -3.281 7.721
H -0.541 -5.558 11.313
H -1.350 -2.921 11.390
H -1.765 -2.323 9.753
H -0.131 -2.118 10.435
Cl -6.546 1.555 -0.794
N 0.043 -5.216 -8.084
S 0.846 -5.868 -6.655
O 2.251 -5.681 -6.655
O 0.312 -6.926 -5.836
F 0.412 -4.697 -5.667
S 0.594 -6.327 -8.901
O 0.419 -7.708 -8.586
O 1.857 -5.943 -9.575
F -0.445 -6.196 -10.123
N -7.291 -5.505 6.813
S -8.163 -4.540 7.842
O -8.096 -3.089 7.591
O -8.353 -4.932 9.204
F -9.592 -4.915 7.199
S -5.987 -5.005 7.180
O -5.342 -5.324 8.447
O -5.662 -3.691 6.607
F -5.116 -5.977 6.228
*
```